The following is a quantum chemistry calculation of a molecular structure, C13H33AlBBeClCsF9LiN4O12P2, from OMol25.

Last column: Mulliken charge in e.
Element x y z (Å)
C -0.417 -1.373 0.369  -1.972
C 0.545 -2.225 -0.555  0.607
N 1.411 -1.397 -1.453  -0.066
C 2.336 -2.252 -2.167  0.290
N 3.287 -1.644 -2.855  -0.019
C 3.399 -0.155 -2.956  -0.245
C 2.373 0.507 -3.955  -0.061
N 2.243 1.797 -3.850  -0.547
N 2.301 -3.702 -2.183  -0.332
C 2.021 -4.303 -0.856  -0.295
C 1.421 -3.295 0.205  0.231
P 2.731 -2.577 1.360  0.276
O 4.246 -2.838 0.653  -0.383
O 2.540 -0.925 1.564  -0.439
H -1.053 -2.106 0.984  0.309
H 0.094 -0.657 1.073  0.149
H -1.084 -0.749 -0.315  0.528
H -0.144 -2.820 -1.269  0.260
H 1.891 -0.741 -0.816  0.104
H 3.995 -2.177 -3.378  0.349
H 4.443 0.076 -3.329  0.517
H 3.303 0.256 -1.912  -0.102
H 1.787 -0.031 -4.754  0.357
H 1.559 2.137 -4.539  0.286
H 1.657 -4.037 -2.908  0.343
H 2.914 -4.841 -0.398  -0.399
H 1.237 -5.115 -1.006  0.485
H 0.703 -3.901 0.853  0.471
H 4.443 -3.785 0.780  0.326
H 1.859 -0.701 2.241  0.351
O 1.121 1.553 0.127  -0.577
H 2.045 1.377 -0.089  0.252
H 0.807 2.104 -0.603  0.335
F 4.260 -0.278 0.635  -0.773
C -3.565 5.980 -3.733  -0.704
O -4.141 4.948 -2.929  -0.280
P -3.455 4.773 -1.366  0.977
O -2.219 4.057 -1.914  -0.667
O -4.608 3.707 -0.914  -0.278
C -5.268 2.869 -1.852  -0.579
O -2.927 4.831 0.255  -0.399
C -1.908 3.950 0.683  -0.323
H -4.209 6.143 -4.597  0.245
H -3.494 6.910 -3.167  0.313
H -2.576 5.679 -4.080  0.277
H -4.563 2.436 -2.565  0.275
H -6.043 3.431 -2.375  0.253
H -5.750 2.058 -1.303  0.267
H -0.944 4.279 0.296  0.212
H -2.120 2.923 0.377  0.175
H -1.863 3.987 1.774  0.220
Be -2.524 -2.610 -0.632  0.878
B 6.745 -2.006 2.887  0.488
F 7.437 -1.361 1.796  -0.454
F 6.788 -3.419 2.702  -0.399
F 7.370 -1.664 4.108  -0.342
F 5.373 -1.569 2.914  -0.291
C -2.759 6.216 5.485  -1.126
C -1.817 5.138 5.018  0.893
O -0.965 5.363 4.183  -0.555
C -1.975 3.770 5.628  -1.136
H -2.531 7.146 4.963  0.298
H -3.789 5.933 5.262  0.320
H -2.637 6.378 6.558  0.346
H -2.970 3.378 5.410  0.317
H -1.818 3.823 6.707  0.402
H -1.232 3.096 5.199  0.253
O -6.143 -3.907 -3.953  -0.544
Cl -5.758 -3.470 -2.638  1.644
O -6.685 -3.967 -1.658  -0.544
O -5.710 -2.028 -2.587  -0.574
O -4.422 -3.994 -2.345  -0.571
F 0.144 -8.185 2.687  -0.396
Al 0.686 -7.667 1.104  0.717
F -0.681 -7.161 0.122  -0.415
F 1.568 -8.963 0.304  -0.425
F 1.795 -6.296 1.280  -0.375
Li 3.890 -7.031 0.681  0.950
Cs 5.996 0.915 1.530  1.037

The spin multiplicity is 1. As for the LUMO energy: -9.0 eV. The net charge is +1. The highest occupied orbital energy comes out at -11.296 eV. For the total energy, the calculation gives -108521.0139 eV. The value obtained for the orbital gap is 2.28 eV.